This record from the OMol25 dataset describes a molecular structure, C58H49F3KN2O5P2SSb. The level of theory is wB97M-V/def2-TZVPD.

For the gap between HOMO and LUMO, the calculation gives 0.20419 Ha. The spin multiplicity is 1. The calculation puts the energy relative to the best compared isomer or geometry (same formula, charge and spin) at 0.0 kJ/mol. Its strongest force on any atom is 0.0089 hartree/bohr. As for the LUMO energy: 0.131 Ha. As for the charge: -2. The calculated total energy comes out at -134591.51151 eV.

```
122
Properties=species:S:1:pos:R:3:mulliken_charge:R:1
K -0.99418 -0.41245 1.29939 2.0477
O -4.18462 -5.04202 -2.56590 -0.6316
C -3.45291 -4.01460 -2.02097 0.8316
C -2.07645 -3.95667 -2.14341 -0.9483
C -1.41075 -2.91268 -1.52037 -0.2285
N -2.03294 -1.95522 -0.83412 1.2616
C -3.36776 -1.97779 -0.79981 0.2816
C -4.12223 -3.00809 -1.34828 -1.0238
C -4.08481 -0.78134 -0.16363 -0.5012
O -4.86456 -1.01514 0.76369 -0.7698
O -3.79854 0.32023 -0.69613 -0.5609
C 0.11494 -2.82088 -1.67129 0.1315
O 0.62761 -3.50651 -2.56370 -0.8886
O 0.71232 -2.04272 -0.87523 0.6922
H -3.56452 -5.67681 -2.93829 0.3154
H -1.49707 -4.68061 -2.70123 0.4977
H -5.19571 -3.01186 -1.24484 0.5355
C -0.10034 0.73380 4.06536 -0.7899
C 0.16979 -0.63635 4.20887 -0.2292
C -1.04840 -1.33592 4.08961 -0.6743
C -2.07385 -0.38811 3.88114 -1.2240
C -1.48716 0.88781 3.86516 -0.3266
H 0.61915 1.54064 4.14059 0.5650
H 1.13214 -1.07922 4.42934 0.5384
H -1.18455 -2.40345 4.21771 0.7803
H -3.12475 -0.60460 3.73652 0.3441
H -2.01034 1.82444 3.71864 0.3932
C -1.08158 5.41232 -5.06787 -0.5289
S 0.63354 5.33656 -4.54527 -0.1497
C 0.47212 5.93586 -2.84634 -1.2615
C -0.36464 5.08257 -1.90629 -0.3445
C 0.16024 3.66460 -1.75420 -0.7749
N -0.45027 2.92978 -0.65249 0.5275
P -1.90282 1.91758 -0.71221 0.2628
C -1.74118 1.40186 -2.45291 0.7371
C -2.38683 1.97995 -3.53377 -0.1352
C -2.14250 1.52969 -4.82431 -0.8594
C -1.23936 0.50311 -5.04502 -0.8565
C -0.58328 -0.07850 -3.96682 -0.5341
C -0.83792 0.36840 -2.68067 -0.2594
C -3.21169 3.22039 -0.74521 0.1867
C -4.47313 3.00583 -1.29493 -0.4147
C -5.45232 3.98273 -1.21719 -0.7740
C -5.20562 5.17916 -0.56109 -0.5698
C -3.96647 5.38930 0.02385 -0.6358
C -2.98219 4.41646 -0.07006 -0.5114
P 0.36511 2.63930 0.81002 -0.5836
C 1.21273 4.24466 1.11402 0.5609
C 2.49185 4.56814 0.67411 -0.1929
C 3.02854 5.82600 0.90477 -0.8206
C 2.29075 6.78442 1.58300 -0.5236
C 1.01851 6.47147 2.04234 -0.6453
C 0.49191 5.21091 1.81519 -0.3505
C 1.82973 1.62213 0.38766 1.2374
C 2.68066 1.26932 1.43522 -0.5271
C 3.78947 0.47640 1.20353 -0.7906
C 4.04777 -0.00346 -0.07336 -0.4395
C 3.18742 0.30871 -1.11157 -0.4341
C 2.08727 1.12161 -0.88259 0.0897
H -1.12022 5.11559 -6.11433 0.3573
H -1.48480 6.42131 -4.97685 0.2972
H -1.70791 4.72030 -4.50981 -0.0784
H 0.07809 6.95600 -2.86933 0.5880
H 1.49789 6.00347 -2.47354 0.3605
H -1.41022 5.07393 -2.22427 0.2919
H -0.35758 5.57297 -0.92876 -0.1247
H 1.24246 3.71254 -1.58456 0.4813
H 0.03596 3.10649 -2.69057 0.5713
H -3.09774 2.78129 -3.37403 0.5328
H -2.66314 1.98759 -5.65755 0.4220
H -1.04617 0.15175 -6.05093 0.3792
H 0.11281 -0.89575 -4.10640 0.5570
H -0.33176 -0.11784 -1.85865 0.1008
H -4.68678 2.05119 -1.75265 0.5388
H -6.42324 3.79506 -1.65900 0.4033
H -5.97923 5.93492 -0.48991 0.3616
H -3.75682 6.30539 0.56222 0.4364
H -2.01686 4.59201 0.38231 0.2508
H 3.07508 3.82247 0.14626 0.3690
H 4.02577 6.05306 0.55018 0.4102
H 2.70949 7.76644 1.76459 0.3731
H 0.43674 7.20397 2.58778 0.4114
H -0.49284 4.96794 2.19838 0.3515
H 2.45408 1.59257 2.44369 0.2436
H 4.43669 0.20180 2.02629 0.3481
H 4.89260 -0.65756 -0.24301 0.2850
H 3.35098 -0.10203 -2.09817 0.2673
H 1.40629 1.33764 -1.69281 -0.0227
F 3.41493 -5.21159 7.09007 -0.3814
C 2.97296 -4.70925 5.90157 0.2295
C 1.98490 -5.38335 5.21781 -0.7574
C 1.55658 -4.86450 4.00210 -0.2377
C 2.08700 -3.69501 3.47160 0.0107
C 3.07175 -3.04698 4.21319 -0.3026
C 3.53108 -3.54069 5.42397 -0.5431
Sb 1.49004 -2.80852 1.55774 -0.7065
C 3.16312 -3.73875 0.54292 0.2334
C 3.47476 -3.37975 -0.76625 -0.1159
C 4.54714 -3.95265 -1.43616 -1.0231
C 5.30543 -4.89695 -0.77670 0.2106
F 6.36321 -5.46678 -1.42659 -0.3814
C 5.02795 -5.29815 0.51201 -0.9387
C 3.94764 -4.71047 1.15956 -0.3063
C 0.08748 -4.37508 1.10863 0.6050
C 0.39561 -5.41098 0.23483 -0.5512
C -0.55538 -6.35342 -0.12870 -0.6775
C -1.82891 -6.22804 0.38334 0.1979
F -2.77233 -7.14121 0.01326 -0.4648
C -2.18731 -5.20673 1.23784 -0.4389
C -1.21365 -4.28668 1.59770 -0.2584
H 1.56651 -6.29057 5.63200 0.4412
H 0.78812 -5.40255 3.45835 0.3510
H 3.50347 -2.12132 3.85084 0.3829
H 4.29515 -3.03501 5.99882 0.4299
H 2.83673 -2.67649 -1.28312 0.5168
H 4.77928 -3.68746 -2.45754 0.4743
H 5.63889 -6.05135 0.99168 0.4556
H 3.72777 -5.02582 2.17284 0.3549
H 1.38569 -5.47983 -0.19733 0.3893
H -0.32710 -7.15290 -0.81939 0.4141
H -3.20625 -5.11997 1.58728 0.4389
H -1.49724 -3.46690 2.24688 0.0813
```

This record from the OMol25 dataset describes a molecular structure, C58H49NOP3SSiV. The level of theory is wB97M-V/def2-TZVPD.

For the gap between HOMO and LUMO (spin up / spin down), the calculation gives 0.27407 / 0.26494 Ha. The spin multiplicity is 4. The calculation puts the energy relative to the best compared isomer or geometry (same formula, charge and spin) at 0.0 kJ/mol. Its strongest force on any atom is 0.0427 hartree/bohr. As for the LUMO energy (spin up / spin down): -0.069 / -0.071 Ha. Its expectation value of S² is 3.785. As for the charge: +1. The calculated total energy comes out at -136742.97497 eV.

```
115
Properties=species:S:1:pos:R:3:mulliken_charge:R:1
V -0.24419 0.32959 0.75024 0.5091
C 0.30597 3.33814 -1.51334 -1.4819
Si -0.21120 2.65657 0.16402 2.3070
C 1.11476 3.30620 1.39539 0.9329
C 1.12399 4.56738 2.01394 -0.8532
C 2.14540 4.95400 2.87145 -0.9118
C 3.21445 4.09680 3.11632 -1.1744
C 3.24418 2.85049 2.51265 -0.6588
C 2.19281 2.43699 1.68605 -0.3250
P 2.19203 0.77780 0.88028 2.3270
C 2.43742 -0.54527 2.13600 0.4037
C 2.87336 -0.39212 3.44820 -0.8605
C 2.87672 -1.47429 4.31904 -0.6489
C 2.45131 -2.72741 3.88994 -0.8761
C 2.03102 -2.89911 2.57894 -1.0476
C 2.01975 -1.81098 1.71171 0.2739
C 3.85770 0.81163 0.08307 0.4660
C 4.23574 1.95308 -0.62959 -0.3746
C 5.51277 2.06700 -1.15586 -0.8883
C 6.43025 1.03469 -0.98930 -0.4978
C 6.05539 -0.11293 -0.30925 -1.0110
C 4.77379 -0.22658 0.22319 -0.4220
C -1.94906 3.37013 0.52043 0.1421
C -2.24855 4.73902 0.63107 -0.6961
C -3.53038 5.18597 0.91521 -0.8915
C -4.56538 4.27125 1.08852 -0.9658
C -4.31143 2.91745 0.95550 -0.1255
C -3.01831 2.46511 0.66765 -0.8791
P -2.70584 0.66283 0.49358 3.2711
C -3.58151 -0.00526 1.96174 -0.9732
C -2.78803 0.41254 3.15377 -0.7760
C -3.10779 -0.11967 4.56982 -0.0554
C -4.05953 -1.28535 4.52918 -1.2409
C -4.70167 -1.63150 3.41302 -0.7622
C -4.47077 -0.98484 2.09488 0.6006
C -3.73442 0.11222 -0.89783 0.2330
C -4.39318 0.99156 -1.75059 -0.8737
C -5.16364 0.50025 -2.79999 -0.8286
C -5.27753 -0.86705 -3.00599 -0.7205
C -4.60220 -1.75138 -2.17302 -0.9131
C -3.82784 -1.26227 -1.13196 -0.1849
H 0.19536 4.42706 -1.57932 0.4090
H -0.30286 2.88395 -2.30424 0.3803
H 1.35781 3.09412 -1.70889 0.2534
H 0.30900 5.26025 1.83053 0.2319
H 2.12347 5.93480 3.33667 0.4359
H 4.02443 4.40370 3.76803 0.4233
H 4.09373 2.19715 2.68074 0.5606
H 3.19904 0.57743 3.80429 0.3132
H 3.21528 -1.33938 5.33918 0.4364
H 2.45269 -3.56596 4.57637 0.3950
H 1.70733 -3.87336 2.23057 0.5128
H 1.69925 -1.94867 0.68226 0.2493
H 3.53429 2.77095 -0.75172 0.1879
H 5.79759 2.96735 -1.68773 0.5007
H 7.43434 1.12846 -1.38809 0.4122
H 6.76355 -0.92346 -0.17927 0.4457
H 4.50280 -1.12386 0.76387 0.5016
H -1.46191 5.47387 0.48096 0.3924
H -3.72971 6.24890 1.00052 0.4394
H -5.56679 4.61579 1.32120 0.4406
H -5.11949 2.20174 1.07672 0.5273
H -2.62287 1.48924 3.15100 0.4877
H -3.46155 0.62975 5.27950 0.4946
H -4.26628 -1.80375 5.46173 0.4245
H -5.41873 -2.44567 3.44787 0.4488
H -5.01410 -1.36916 1.23901 0.5581
H -4.30997 2.06060 -1.59937 0.3554
H -5.67716 1.19264 -3.45658 0.4482
H -5.88414 -1.24566 -3.82040 0.4325
H -4.67456 -2.82038 -2.33812 0.4524
H -3.28399 -1.95435 -0.50048 0.4961
O -0.30437 -0.54238 -1.17669 -0.4475
P 0.31266 -1.50544 -2.16815 1.0217
C -0.06993 -3.18697 -1.65102 0.3776
C 0.20039 -4.28619 -2.46988 -0.5306
C -0.11832 -5.56578 -2.03999 -0.7755
C -0.71313 -5.75575 -0.79678 -0.7296
C -0.99381 -4.66760 0.01682 -1.3718
C -0.67193 -3.38476 -0.41063 0.1371
C -0.29950 -1.27674 -3.84286 0.9154
C -1.58035 -0.76428 -4.04972 -0.0841
C -2.07719 -0.65426 -5.34315 -0.6358
C -1.30978 -1.06229 -6.42509 -0.6911
C -0.03419 -1.57155 -6.22443 -0.8203
C 0.47380 -1.67493 -4.93828 -0.7739
C 2.08347 -1.36992 -2.34795 0.6895
C 2.56756 -0.16240 -2.86673 -0.0586
C 3.91811 -0.01577 -3.12598 -0.9596
C 4.79050 -1.06988 -2.87103 -0.4502
C 4.31782 -2.25973 -2.33687 -1.1976
C 2.96273 -2.41269 -2.07048 -0.5219
H 0.64540 -4.14107 -3.44844 0.4735
H 0.09029 -6.41681 -2.67675 0.4503
H -0.96164 -6.75709 -0.46526 0.4338
H -1.46848 -4.81730 0.97949 0.5514
H -0.89299 -2.52840 0.21498 0.4466
H -2.17238 -0.43622 -3.20624 0.0912
H -3.06652 -0.24806 -5.50334 0.4964
H -1.70318 -0.97545 -7.43142 0.4056
H 0.56938 -1.87730 -7.07000 0.4243
H 1.47998 -2.04933 -4.78886 0.4318
H 1.87949 0.64998 -3.07943 0.4993
H 4.29425 0.91772 -3.52717 0.4634
H 5.84669 -0.95738 -3.08232 0.4591
H 5.00334 -3.07191 -2.12804 0.3983
H 2.59713 -3.34283 -1.65452 0.4486
S -0.56226 0.89414 5.36958 -0.2868
C -1.59630 -0.46332 4.73228 -0.0416
C -1.42256 -0.30754 3.19786 -1.0512
N -0.33858 0.58931 2.77764 0.4383
C 0.06400 1.26007 3.78889 0.0339
H -1.32558 -1.40322 5.20850 0.6014
H -1.41022 -1.25453 2.65412 0.1503
H 0.78408 2.06912 3.70239 -0.0063
```